Molecular formula: C16H33FeN3OSi2
Method: DFT, ωB97M-V with the def2-TZVPD basis set

Geometry as ORCA input:
```
! wB97M-V def2-TZVPD RIJCOSX def2/J DEFGRID3
* xyz 1 2
Fe -0.1491 -0.1192 -0.1972
C -2.4428 1.2849 2.3083
Si -2.4200 -0.5820 2.2422
C -1.4204 -1.1714 3.7385
C -4.1880 -1.1812 2.4526
C -1.7193 -1.2112 0.6053
C -2.4860 -0.8629 -0.6347
C -3.8179 -1.0504 -0.9793
C -4.2371 -0.6109 -2.2265
C -3.3406 0.0099 -3.0893
C -2.0318 0.1668 -2.6742
N -1.6421 -0.2908 -1.4885
Si -1.1103 -3.0031 0.3998
C -0.2619 -3.7161 1.9099
C 0.0534 -3.0930 -1.0774
C -2.5712 -4.1141 0.0253
H -2.6727 1.5926 3.3301
H -3.2135 1.7032 1.6583
H -1.4822 1.7219 2.0324
H -2.1025 -1.6444 4.4471
H -0.9725 -0.3207 4.2563
H -0.6299 -1.8984 3.5512
H -4.5230 -0.9311 3.4625
H -4.2852 -2.2620 2.3368
H -4.8743 -0.6952 1.7601
H -4.4965 -1.5380 -0.2965
H -5.2672 -0.7495 -2.5281
H -3.6495 0.3646 -4.0611
H -1.2758 0.6483 -3.2799
H 0.7209 -3.3089 2.1514
H -0.1129 -4.7786 1.7000
H -0.8888 -3.6557 2.7999
H 0.7754 -2.2802 -1.1555
H -0.5109 -3.1130 -2.0105
H 0.6258 -4.0215 -1.0145
H -3.2569 -4.1834 0.8718
H -2.2156 -5.1233 -0.1929
H -3.1374 -3.7724 -0.8405
N 0.8218 -0.3572 1.6267
C 2.2328 -0.7900 1.5596
C 2.9065 0.0081 0.4852
N 2.1725 -0.2147 -0.7578
H 0.7449 0.4913 2.1815
H 0.2969 -1.0541 2.1395
H 2.2398 -1.8487 1.2938
H 2.7344 -0.6821 2.5223
H 3.9712 -0.2216 0.4207
H 2.8139 1.0674 0.7379
H 2.4784 -1.0634 -1.2215
H 2.3425 0.5418 -1.4113
C -0.6372 3.0175 0.1918
C -0.1452 1.7432 -0.4189
O 0.3619 1.6962 -1.5210
H -0.4577 3.8568 -0.4777
H -0.1450 3.1935 1.1502
H -1.7027 2.9199 0.3988
*
```

As for the calculated total energy: -73783.41654 eV. The HOMO energy (alpha / beta) comes out at -11.62 / -11.45 eV. The HOMO-LUMO gap (alpha / beta) is 8.22 / 8.90 eV. The expectation value of S² is 0.989. The value obtained for the LUMO energy (alpha / beta) is -0.1248 / -0.0940 Ha.

These are the Mulliken partial charges, in e, on atoms 1 to 5:
1. Fe 0.17
2. C -1.02
3. Si 0.61
4. C -1.38
5. C -1.32

Molecular formula: C16H33NO2P2Zr
Method: DFT, ωB97M-V with the def2-TZVPD basis set

Geometry as ORCA input:
```
! wB97M-V def2-TZVPD RIJCOSX def2/J DEFGRID3
* xyz 0 1
Zr 0.1413 0.2408 0.4610
P -2.8273 0.5549 1.1119
P 2.5769 -0.5899 -0.4886
N -0.5312 -1.1094 -0.8127
H -1.5017 -0.1856 1.0674
C -3.0414 2.0509 0.1028
H -3.9578 2.5530 0.4209
H -3.1227 1.7959 -0.9528
H -2.1946 2.7490 0.2394
C -3.1417 1.0426 2.8215
H -4.2186 1.2003 2.9640
H -2.6021 1.9798 3.0343
H -2.7834 0.2595 3.5019
C -4.1166 -0.5875 0.5969
H -5.0620 -0.3234 1.0758
H -3.8333 -1.6154 0.8635
H -4.2448 -0.5325 -0.4930
C 3.4275 0.2354 -1.8701
H 4.4715 -0.1043 -1.9369
H 3.3867 1.3203 -1.7084
H 2.8993 -0.0046 -2.8025
C 3.8709 -0.6871 0.8005
H 4.7285 -1.2417 0.3924
H 3.4808 -1.1988 1.6915
H 4.1870 0.3275 1.0847
C 2.5152 -2.3201 -1.0990
H 3.5389 -2.7097 -1.2065
H 1.9963 -2.3357 -2.0675
H 1.9441 -2.9404 -0.3927
C -1.0391 -2.0129 -1.6466
C -2.0554 -2.5564 -3.8264
C -1.4711 -1.6345 -2.9663
C -1.1652 -3.3914 -1.2905
C -1.7408 -4.3100 -2.1629
C -2.1779 -3.8993 -3.4297
H -2.4086 -2.2291 -4.8069
H -1.3203 -0.5893 -3.2626
H -0.7867 -3.6956 -0.3139
H -1.8558 -5.3585 -1.8504
H -2.6206 -4.6181 -4.1148
C 1.6886 3.6068 0.2513
O 1.4606 2.5274 -0.4105
C 0.8241 4.8211 0.0934
H 0.7148 5.2857 1.0895
H -0.1785 4.5183 -0.3027
H 1.2574 5.6092 -0.5772
C 2.6862 3.6491 1.3531
H 3.6961 3.9700 1.0426
H 2.7638 2.6580 1.8063
H 2.3405 4.3750 2.1091
C 1.0896 -0.9245 3.4038
O 0.6449 -0.4974 2.1260
H 0.9129 -0.1584 4.1602
H 2.1706 -1.1322 3.3960
H 0.5841 -1.8371 3.7302
*
```

As for the calculated total energy: -42566.53119 eV. The HOMO energy comes out at -4.04 eV. The HOMO-LUMO gap is 4.12 eV. The value obtained for the LUMO energy is 0.0029 Ha.

These are the Mulliken partial charges, in e, on atoms 1 to 5:
1. Zr 0.77
2. P 1.34
3. P 1.13
4. N -0.84
5. H -0.11

Molecular formula: C16H33O8
Method: DFT, ωB97M-V with the def2-TZVPD basis set

Geometry as ORCA input:
```
! wB97M-V def2-TZVPD RIJCOSX def2/J DEFGRID3
* xyz -1 1
C -1.2913 -0.4888 -4.2478
C -0.5560 0.0030 -3.2196
O -1.1086 0.5746 -2.0548
C -0.0391 1.3103 -1.4877
O 0.0457 2.4849 -1.7274
O 0.9456 0.7287 -0.7204
C 0.4151 -0.1379 0.2947
O -0.7614 -0.1324 0.6726
O 1.2840 -0.9290 0.8489
H -2.4074 -0.5265 -4.2283
H -0.7537 -0.8278 -5.1629
H 0.5586 -0.0660 -3.3209
C -2.2881 3.1454 -7.2824
C -1.2117 2.8918 -6.2393
O -0.0357 2.2993 -6.7708
C 0.6445 3.0401 -7.7692
C 1.1156 4.4058 -7.2988
H -2.5609 2.2129 -7.7837
H -3.1797 3.5664 -6.8128
H -1.9553 3.8448 -8.0518
H -1.5999 2.1943 -5.4955
H -0.9627 3.8110 -5.6999
H 0.0210 3.1267 -8.6665
H 1.5146 2.4442 -8.0546
H 0.2831 5.0475 -7.0060
H 1.6657 4.9122 -8.0953
H 1.7713 4.3044 -6.4310
C -2.1068 2.3115 5.7875
C -0.8034 1.6368 6.1832
O -0.8483 0.2243 6.1029
C -1.1264 -0.3239 4.8155
C -0.1131 0.0604 3.7535
H -2.9283 1.9513 6.4131
H -2.0246 3.3949 5.9038
H -2.3722 2.1073 4.7495
H -0.5832 1.8796 7.2256
H 0.0329 2.0238 5.5922
H -2.1421 -0.0555 4.5043
H -1.1179 -1.4099 4.9372
H -0.0847 1.1389 3.5860
H -0.3567 -0.4183 2.8044
H 0.8907 -0.2507 4.0537
C 0.4910 -3.5122 2.7368
C 0.4461 -4.6647 3.7257
O 1.3973 -5.6877 3.4543
C 2.7593 -5.2940 3.4689
C 3.2145 -4.7259 4.8024
H 0.3313 -3.8742 1.7188
H -0.2814 -2.7786 2.9725
H 1.4515 -2.9974 2.7516
H -0.5371 -5.1378 3.6734
H 0.5610 -4.3042 4.7540
H 2.9574 -4.5899 2.6541
H 3.3415 -6.1926 3.2492
H 2.6682 -3.8200 5.0689
H 4.2777 -4.4780 4.7658
H 3.0524 -5.4534 5.6023
*
```

As for the calculated total energy: -33506.60845 eV. The HOMO energy comes out at -4.95 eV. The HOMO-LUMO gap is 7.53 eV. The value obtained for the LUMO energy is 0.0948 Ha.

These are the Mulliken partial charges, in e, on atoms 1 to 5:
1. C -0.76
2. C 0.16
3. O -0.29
4. C 0.73
5. O -0.58

Molecular formula: C16H33OS
Method: DFT, ωB97M-V with the def2-TZVPD basis set

Geometry as ORCA input:
```
! wB97M-V def2-TZVPD RIJCOSX def2/J DEFGRID3
* xyz -1 1
C 6.3346 -0.0391 -0.0912
C 5.3494 -0.8066 -0.9721
C 4.3224 -1.5863 -0.1551
C 3.5111 -2.5986 -0.9630
C 2.7819 -2.0120 -2.1766
C 1.7333 -0.9297 -1.8821
C 0.3348 -1.4362 -1.5340
C 0.2276 -2.2522 -0.2409
C -1.1959 -2.2897 0.3378
C -1.4639 -1.2012 1.3865
C -1.2957 0.2472 0.9231
C -2.3082 0.7347 -0.1306
C -1.9418 1.9714 -0.9316
S -1.6038 3.4022 0.0364
H 5.8500 0.2903 0.8311
H 7.1862 -0.6615 0.1914
H 6.7256 0.8491 -0.5893
H 4.8331 -0.1127 -1.6391
H 5.8900 -1.5059 -1.6199
H 3.6514 -0.8760 0.3380
H 4.8420 -2.1156 0.6522
H 2.7981 -3.0812 -0.2938
H 4.1873 -3.3872 -1.3157
H 2.2965 -2.8307 -2.7208
H 3.5307 -1.6030 -2.8614
H 2.0779 -0.2778 -1.0717
H 1.6461 -0.2838 -2.7595
H -0.0415 -2.0426 -2.3682
H -0.3246 -0.5731 -1.4673
H 0.9030 -1.8300 0.5144
H 0.5763 -3.2731 -0.4290
H -1.9135 -2.2069 -0.4842
H -1.3815 -3.2611 0.8060
H -2.4767 -1.3336 1.7855
H -0.7781 -1.3878 2.2244
H -0.2755 0.4008 0.5443
H -1.3745 0.8948 1.8018
H -3.2713 0.8807 0.3828
H -2.4881 -0.0731 -0.8536
H -1.0872 1.7716 -1.5920
H -0.5459 3.1460 0.8847
C -4.5188 3.1495 2.4456
C -5.9071 2.8168 1.9812
O -6.5281 1.8576 2.3847
C -6.4923 3.7538 0.9486
H -4.1560 2.3841 3.1281
H -3.8411 3.2235 1.5881
H -4.5153 4.1241 2.9397
H -5.8470 3.7681 0.0679
H -6.5217 4.7718 1.3431
H -7.4940 3.4302 0.6753
*
```

As for the calculated total energy: -30009.72942 eV. The HOMO energy comes out at -2.03 eV. The HOMO-LUMO gap is 4.93 eV. The value obtained for the LUMO energy is 0.1066 Ha.

These are the Mulliken partial charges, in e, on atoms 1 to 5:
1. C -1.28
2. C -0.24
3. C -0.75
4. C -0.64
5. C -0.85

Q: calculated total energy of number 3 (C16H33O8)?
A: -33506.60845 eV

Q: calculated total energy of number 3 (C16H33O8)?
A: -33506.60845 eV